54
Properties=species:S:1:pos:R:3 method="wB97M-V/def2-TZVPD" charge=0 gap_ev=9.2 e_tot_ev=-31375.157
C -1.983 -1.331 -1.051
C -1.648 -0.078 -0.231
C -0.809 -0.325 1.060
C 0.413 -1.264 0.897
C 0.477 -3.732 0.463
C -0.116 -2.684 1.008
H -2.228 -2.228 -0.481
H -1.175 -1.645 -1.717
H -2.811 -1.122 -1.726
H -1.044 0.495 -0.934
H -2.588 0.340 0.121
H -1.462 -0.574 1.888
H -0.407 0.693 1.164
H 1.142 -1.049 1.682
H 0.933 -1.073 -0.041
H 1.401 -3.780 -0.108
H 0.106 -4.752 0.535
H -0.958 -2.759 1.693
H -0.819 3.709 1.270
H -1.226 4.759 0.298
O -1.349 3.816 0.465
H 2.123 2.585 1.147
H 3.606 2.790 1.343
O 2.807 2.564 1.826
H 2.854 0.350 1.919
H 3.136 -0.821 1.242
O 3.222 -0.522 2.162
H 1.460 0.323 -2.952
H 0.440 -0.521 -2.214
O 1.320 -0.142 -2.124
H 1.332 3.345 3.121
H -0.189 3.770 3.365
O 0.563 3.807 2.772
H -1.909 -3.339 -3.431
H -2.260 -3.527 -1.967
O -2.660 -3.424 -2.835
H -3.093 0.177 -3.983
H -2.965 1.573 -3.483
O -2.739 1.034 -4.252
H 0.927 2.663 -1.568
H -0.500 3.291 -1.133
O 0.000 2.770 -1.782
H 1.172 0.417 2.887
H 1.195 0.811 4.407
O 0.654 0.762 3.616
H 3.652 1.434 -0.829
H 2.379 0.593 -0.932
O 2.978 1.022 -0.278
H -0.666 -1.498 3.509
H -0.571 -2.991 3.958
O -1.162 -2.323 3.602
H 0.359 -0.789 -4.860
H -1.080 -0.598 -4.373
O -0.237 -1.005 -4.136

=====

119
Properties=species:S:1:pos:R:3 method="wB97M-V/def2-TZVPD" charge=-1 multiplicity=6 gap_ev="3.2 / 4.5" e_tot_ev=-169255.993
Mn 1.379 -5.693 4.084
O 1.232 -8.566 1.364
C 1.481 -7.643 2.169
N 0.679 -6.629 2.533
C -0.832 -6.583 2.187
C -0.919 -6.260 0.688
C -0.241 -6.849 -0.398
C -0.580 -6.454 -1.678
C -1.523 -5.465 -1.839
C -2.029 -4.806 -0.748
N -1.671 -5.114 0.487
C 2.790 -7.719 2.961
C 3.744 -8.708 2.643
C 4.902 -8.766 3.444
C 4.991 -7.884 4.549
C 4.069 -6.875 4.728
N 2.941 -6.826 3.971
H -1.190 -5.783 2.850
H -1.410 -7.478 2.369
H 0.546 -7.520 -0.129
H -0.062 -6.876 -2.504
H -1.976 -5.112 -2.782
H -2.490 -3.782 -0.852
H 3.557 -9.393 1.792
H 5.867 -9.316 3.137
H 5.747 -8.056 5.292
H 4.114 -6.071 5.550
C 3.148 -0.239 1.668
C 2.736 -1.670 2.063
C 3.170 -2.789 1.340
C 2.977 -4.050 1.923
C 2.121 -4.236 3.023
Br 0.417 -5.712 6.203
N 1.716 -3.126 3.709
C 2.076 -1.886 3.271
H 3.548 -0.360 0.704
H 4.001 0.137 2.342
H 2.371 0.454 1.751
H 3.816 -2.566 0.488
H 3.474 -4.933 1.465
H 1.743 -1.062 3.984
C 0.037 5.883 1.074
C 0.303 4.509 1.723
C 1.434 4.784 2.753
C -0.916 3.905 2.415
C -1.052 4.134 3.797
C -2.048 3.429 4.529
C -3.024 2.746 3.877
C -2.945 2.490 2.468
C -4.011 1.664 1.841
C -3.536 0.640 0.809
C -5.224 2.424 1.330
C -1.794 3.018 1.770
N -1.458 2.563 0.549
C -1.753 3.123 -0.594
C -1.211 2.598 -1.850
N -0.684 1.421 -2.104
C 0.406 1.084 -2.878
C 0.320 -0.091 -3.735
C 1.381 -0.435 -4.552
C 2.594 0.174 -4.490
C 2.749 1.258 -3.606
C 1.698 1.709 -2.806
C 1.959 2.746 -1.736
C 1.820 4.196 -2.254
C 3.443 2.619 -1.174
C -0.965 -0.855 -3.832
C -0.663 -2.287 -4.373
C -1.976 -0.196 -4.758
C -1.575 3.542 -2.866
C -1.190 3.663 -4.182
C -1.579 4.843 -4.873
C -2.276 5.953 -4.297
C -2.810 5.721 -2.961
C -3.571 6.550 -2.187
C -3.706 6.383 -0.788
C -3.050 5.354 -0.137
C -2.468 4.367 -0.901
C -2.373 4.573 -2.298
H 1.006 6.316 0.842
H -0.403 6.639 1.711
H -0.613 5.877 0.135
H 0.621 3.737 0.976
H 1.172 5.742 3.143
H 2.376 4.846 2.234
H 1.536 3.995 3.503
H -0.409 4.900 4.232
H -1.997 3.579 5.595
H -3.837 2.267 4.386
H -4.370 1.226 2.771
H -4.235 -0.237 0.689
H -2.505 0.224 1.041
H -3.426 1.020 -0.171
H -6.150 2.056 1.781
H -5.310 2.313 0.243
H -5.188 3.554 1.392
H 1.195 -1.366 -5.167
H 3.376 -0.038 -5.153
H 3.760 1.694 -3.576
H 1.231 2.682 -0.867
H 2.165 4.377 -3.264
H 2.488 4.872 -1.628
H 0.847 4.686 -2.150
H 4.180 3.303 -1.779
H 3.793 1.626 -1.197
H 3.529 3.016 -0.132
H -1.420 -1.007 -2.829
H -0.331 -2.352 -5.429
H -1.575 -2.871 -4.084
H 0.140 -2.666 -3.764
H -1.388 0.060 -5.635
H -2.518 0.604 -4.278
H -2.681 -1.014 -4.880
H -0.603 2.853 -4.675
H -1.192 4.953 -5.875
H -2.413 6.876 -4.871
H -4.082 7.416 -2.561
H -4.317 7.059 -0.158
H -3.166 5.253 0.941

=====

16
Properties=species:S:1:pos:R:3 method="wB97M-V/def2-TZVPD" charge=0 gap_ev=9.1 e_tot_ev=-11245.269
C -1.860 1.163 -0.506
N -1.153 1.704 0.629
C -0.169 1.136 1.129
N -0.057 -0.555 1.326
C 0.722 -0.860 0.274
N 1.202 -2.113 0.020
N 1.070 0.235 -0.361
O 1.482 -0.003 -1.706
H -2.667 1.842 -0.777
H -1.185 1.038 -1.360
H -2.274 0.176 -0.277
H 0.441 1.588 1.901
H 0.157 -1.024 2.200
H 1.646 -2.210 -0.882
H 0.627 -2.888 0.305
H 2.018 0.772 -1.916

=====

55
Properties=species:S:1:pos:R:3 method="wB97M-V/def2-TZVPD" charge=0 gap_ev=8.1 e_tot_ev=-55234.718
C 0.530 -1.237 -0.339
N -0.294 -0.271 -1.110
O -1.144 0.367 -0.506
O -0.089 -0.167 -2.298
H 0.208 -1.197 0.691
H 0.369 -2.216 -0.781
H 1.568 -0.940 -0.442
C -2.432 1.910 -3.089
N -3.412 2.858 -3.686
O -3.389 4.016 -3.315
O -4.182 2.414 -4.508
H -1.822 2.445 -2.374
H -2.999 1.118 -2.611
H -1.837 1.503 -3.900
C -3.321 -3.505 1.086
N -2.030 -3.446 1.821
O -2.050 -3.540 3.031
O -1.020 -3.319 1.156
H -4.115 -3.624 1.813
H -3.411 -2.573 0.536
H -3.261 -4.344 0.400
C 4.886 -2.815 -1.800
N 4.086 -1.852 -2.607
O 3.227 -1.212 -2.031
O 4.345 -1.764 -3.784
H 4.535 -2.775 -0.777
H 4.746 -3.798 -2.240
H 5.927 -2.522 -1.878
C -4.666 6.967 -3.255
N -4.720 8.215 -4.067
O -5.731 8.447 -4.694
O -3.735 8.923 -4.044
H -5.607 6.445 -3.375
H -3.836 6.372 -3.618
H -4.493 7.268 -2.227
C 7.330 -2.907 2.176
N 7.896 -3.511 0.937
O 7.148 -3.686 -0.006
O 9.072 -3.788 0.951
H 6.276 -2.715 2.013
H 7.494 -3.618 2.980
H 7.885 -1.994 2.368
O 0.704 -1.420 3.829
B 0.301 -0.110 3.638
O 1.004 0.586 2.687
C -0.896 0.516 4.412
P -2.526 -0.013 3.507
H 0.073 -2.111 3.610
H 0.640 1.459 2.526
H -0.944 0.071 5.409
H -0.855 1.605 4.499
H -3.247 1.064 4.059
H -2.490 -1.256 4.172
H -1.928 0.117 2.233
H -3.765 -0.445 2.821

=====

109
Properties=species:S:1:pos:R:3 method="wB97M-V/def2-TZVPD" charge=0 multiplicity=5 gap_ev="4.2 / 4.5" e_tot_ev=-144114.982
Ir -0.588 1.217 -0.381
C -4.283 -0.289 1.058
N -2.937 0.016 0.712
P -2.169 -0.321 -0.765
C -3.416 -0.142 -1.994
C -3.881 -1.165 -2.850
C -4.987 -0.941 -3.705
C -5.629 0.269 -3.721
C -5.198 1.254 -2.796
C -4.088 1.100 -2.005
C -1.728 -2.020 -0.655
C -1.390 -2.366 0.682
C -0.856 -3.595 1.043
C -0.502 -4.449 -0.015
C -0.845 -4.183 -1.328
C -1.346 -2.907 -1.672
P -2.014 1.303 1.313
C -3.013 2.759 1.311
C -4.080 2.864 2.193
C -5.010 3.964 2.137
C -4.726 5.037 1.381
C -3.553 5.054 0.628
C -2.722 3.948 0.559
C -1.820 0.861 3.080
C -0.864 1.602 3.832
C -0.688 1.502 5.198
C -1.377 0.499 5.851
C -2.315 -0.233 5.128
C -2.571 -0.049 3.796
H -4.608 0.533 1.703
H -4.476 -1.263 1.631
H -4.880 -0.357 0.140
H -3.446 -2.146 -2.767
H -5.279 -1.685 -4.440
H -6.564 0.472 -4.214
H -5.843 2.134 -2.743
H -3.757 1.940 -1.346
H -1.563 -1.712 1.430
H -0.758 -3.959 2.046
H -0.108 -5.445 0.375
H -0.587 -4.930 -2.112
H -1.560 -2.629 -2.673
H -4.329 2.171 2.908
H -6.050 3.880 2.644
H -5.404 5.896 1.364
H -3.327 5.910 -0.028
H -1.814 3.861 -0.039
H -0.408 2.438 3.248
H -0.073 2.207 5.712
H -1.174 0.405 6.886
H -2.929 -0.974 5.730
H -3.427 -0.437 3.301
S 5.261 -0.320 -2.315
C 4.400 0.671 -1.278
S 2.836 1.121 -1.846
C 2.512 2.024 -0.251
N 3.641 1.897 0.501
N 4.602 1.153 0.044
C 5.721 0.712 0.862
C 6.311 1.786 1.672
C 7.418 1.433 2.511
C 7.819 0.084 2.562
C 7.243 -0.913 1.701
C 6.097 -0.621 0.996
S 1.203 3.044 -0.057
H 5.910 2.760 1.578
H 7.945 2.195 3.131
H 8.677 -0.110 3.162
H 7.706 -1.941 1.579
H 5.709 -1.382 0.360
O 7.965 -4.256 1.090
S 6.790 -4.718 0.400
O 6.793 -6.139 0.028
O 6.318 -3.782 -0.613
C 5.643 -4.287 1.732
N 5.998 -4.440 3.011
C 5.218 -3.790 3.948
C 4.181 -2.990 3.558
C 3.953 -2.951 2.197
N 4.575 -3.700 1.295
C 2.909 -2.067 1.574
C 2.413 -0.885 2.201
C 1.453 -0.159 1.586
N 0.911 -0.452 0.418
C 1.469 -1.443 -0.255
C 2.382 -2.294 0.277
H 5.454 -3.932 5.060
H 3.596 -2.411 4.210
H 2.938 -0.432 3.086
H 0.987 0.685 2.038
H 1.157 -1.501 -1.269
H 2.981 -2.979 -0.363
F -3.907 0.338 -7.646
C -3.414 1.204 -6.712
C -2.258 0.863 -6.169
N -1.684 1.575 -5.117
C -0.344 1.511 -4.635
C -0.339 0.749 -3.315
O -0.830 -0.369 -3.257
O 0.088 1.343 -2.276
C -2.441 2.641 -4.630
O -2.127 3.241 -3.626
N -3.655 3.023 -5.312
C -4.217 2.287 -6.313
O -5.260 2.620 -6.767
H -1.727 -0.003 -6.513
H -0.141 2.527 -4.372
H 0.375 1.149 -5.351
H -4.257 3.729 -4.883

=====

9
Properties=species:S:1:pos:R:3 method="wB97M-V/def2-TZVPD" charge=0 gap_ev="8.0 / 8.0" e_tot_ev=-42076.300
C -1.075 0.217 1.666
C -1.512 -0.134 -0.698
O -0.991 -0.700 3.945
O -0.647 -0.927 -1.292
S -0.972 -1.167 2.496
Cl -3.144 -0.715 -0.521
Cl -1.591 1.470 -1.453
H -1.541 1.180 1.668
H 0.201 -0.447 -1.471

=====

9
Properties=species:S:1:pos:R:3 method="wB97M-V/def2-TZVPD" charge=0 gap_ev=8.7 e_tot_ev=-32075.460
S -0.677 -2.044 -3.186
C -1.087 -1.910 -1.639
S -1.295 -0.471 -0.639
H -1.375 -2.735 -0.848
H -0.847 0.381 -1.571
P 1.344 1.618 1.350
H 2.364 2.229 2.087
H 1.364 0.633 2.472
H 0.209 2.300 1.975

=====

35
Properties=species:S:1:pos:R:3 method="wB97M-V/def2-TZVPD" charge=-1 gap_ev=8.1 e_tot_ev=-45058.751
C 1.077 -4.315 -0.253
C 1.204 -2.704 -0.202
C 2.180 -1.961 -1.146
C 2.279 -0.425 -1.025
C 1.385 0.308 0.032
C 1.587 1.917 0.112
C 1.939 2.580 -1.309
C 2.923 2.114 1.035
C 0.386 -0.416 0.969
O -0.454 0.219 1.932
C -1.498 1.002 1.319
S -2.996 0.038 0.796
O -2.753 -1.437 0.602
O -4.137 0.170 1.812
N -3.461 0.675 -0.755
S -5.168 0.677 -0.895
O -5.774 -0.680 -1.165
O -5.490 1.568 -2.089
C 0.311 -1.983 0.835
H 0.278 -4.702 0.478
H 2.083 -4.720 0.130
H 0.921 -4.703 -1.315
H 2.815 -2.518 -1.916
H 3.002 0.130 -1.721
H 0.734 2.441 0.662
H 1.194 2.350 -2.140
H 3.010 2.250 -1.570
H 2.002 3.730 -1.197
H 3.693 1.374 0.592
H 2.664 1.709 2.073
H 3.302 3.192 1.035
H -1.163 1.618 0.413
H -1.864 1.771 2.098
H -5.802 1.239 0.212
H -0.408 -2.506 1.558